Entry 1:
Here is a 12-piece molecular cluster, C13H50N6O12 overall in a non-equilibrium geometry from the OMol25 dataset. Energies are from wB97M-V/def2-TZVPD.

Values from the calculation:
charge = 0
structure (SMILES) = NC(N)=O.NC(N)=O.NC(N)=O.CCO.CO.CO.CO.CO.CO.CO.CO.CO
orbital gap = 9.05 eV
DFT total energy = -47798.1851 eV
energy above the lowest of the compared OMol25 structures with the same formula, charge and spin = 0.000 eV

Structure (XYZ):
```
81
Properties=species:S:1:pos:R:3:mulliken_charge:R:1
N 0.717 1.081 0.711 2.372
C 0.337 -0.126 0.345 -0.652
N -0.451 -0.182 -0.650 1.524
O 0.603 -1.270 1.038 -0.411
H 1.253 1.111 1.626 -0.169
H 0.339 1.968 0.342 -0.658
H -1.021 -1.046 -0.840 -0.097
H -0.972 0.674 -0.912 -0.532
N 1.235 -0.200 -2.710 0.029
C 1.156 0.859 -3.467 0.382
N 1.855 0.834 -4.547 -0.402
O 0.411 1.958 -3.087 -0.671
H 0.570 -0.260 -1.954 -0.665
H 1.867 -1.040 -2.932 0.296
H 2.173 1.763 -4.879 0.307
H 2.385 0.070 -4.850 0.156
N -0.557 -3.678 1.629 -0.045
C 0.390 -4.554 1.474 0.504
N 0.077 -5.812 1.687 -0.453
O 1.634 -4.201 1.187 -0.802
H -0.215 -2.734 1.410 0.063
H -1.544 -3.750 1.824 0.226
H 0.803 -6.494 1.603 0.290
H -0.712 -5.983 2.358 0.209
C 5.155 -1.079 0.592 -1.470
C 3.706 -1.214 1.050 0.770
O 3.280 -2.317 0.285 -0.571
H 5.148 -0.985 -0.525 0.283
H 5.725 -1.986 0.681 0.370
H 5.669 -0.175 1.002 0.334
H 3.171 -0.286 0.960 -0.194
H 3.658 -1.456 2.101 0.175
H 2.503 -2.704 0.611 0.338
C 1.463 3.633 -0.526 -0.785
O 0.114 3.453 -0.702 -0.487
H 2.027 2.740 -0.751 0.104
H 1.591 3.914 0.499 0.170
H 1.724 4.387 -1.153 0.549
H -0.151 3.689 -1.578 0.262
C -1.030 3.843 2.651 -0.271
O -1.787 3.348 1.548 -0.512
H -0.596 4.824 2.608 0.272
H -0.238 3.160 2.879 -0.231
H -1.716 3.950 3.511 0.313
H -1.113 3.094 0.953 0.273
C -2.168 -0.456 -3.906 -0.147
O -2.749 -0.058 -5.112 -0.587
H -2.975 -0.848 -3.290 0.098
H -1.739 0.365 -3.367 -0.138
H -1.376 -1.198 -4.002 0.339
H -2.261 0.753 -5.318 0.364
C -3.423 2.582 -2.111 -1.009
O -2.683 2.099 -0.966 -0.169
H -3.590 1.808 -2.792 0.412
H -2.832 3.272 -2.713 0.242
H -4.272 3.118 -1.795 0.318
H -3.198 1.315 -0.669 0.312
C -3.420 -0.885 0.738 -0.473
O -3.354 -0.376 -0.566 -0.442
H -4.103 -0.262 1.327 0.375
H -2.362 -0.873 1.116 -0.208
H -3.657 -1.871 0.612 0.449
H -4.200 -0.565 -0.990 0.234
C 2.585 1.973 3.011 -1.037
O 1.892 0.754 3.051 -0.442
H 3.244 2.137 3.876 0.448
H 1.866 2.778 2.978 0.130
H 3.090 1.980 2.047 0.241
H 2.291 0.273 3.689 0.308
C -0.497 -3.163 -1.951 -0.463
O -1.428 -2.585 -1.133 -0.567
H -0.993 -3.410 -2.917 0.190
H -0.254 -4.069 -1.343 0.377
H 0.362 -2.474 -1.978 -0.047
H -1.960 -3.265 -0.784 0.333
C -1.383 0.235 3.711 -0.234
O -0.558 -0.810 4.016 -0.580
H -1.382 0.933 4.566 0.287
H -2.369 -0.109 3.553 0.326
H -0.990 0.786 2.826 -0.024
H 0.210 -0.699 3.482 0.289
```

Entry 2:
Here is a 13-piece molecular cluster, C13H52N26O13 overall in a non-equilibrium geometry from the OMol25 dataset. Energies are from wB97M-V/def2-TZVPD.

Values from the calculation:
charge = 0
orbital gap = 8.50 eV
DFT total energy = -79698.5865 eV
energy above the lowest of the compared OMol25 structures with the same formula, charge and spin = 2.814 eV

Structure (XYZ):
```
104
Properties=species:S:1:pos:R:3:mulliken_charge:R:1
C 5.713 -15.187 3.865 -0.436
O 4.917 -15.888 4.501 -0.080
N 6.898 -15.544 3.259 -0.267
N 5.298 -13.996 3.310 -0.114
H 7.464 -14.805 2.886 0.236
H 7.433 -16.275 3.710 0.268
H 5.928 -13.435 2.762 0.230
H 4.532 -13.389 3.599 -0.039
C 3.719 -19.982 4.266 0.484
O 4.482 -19.609 5.171 -0.688
N 2.550 -20.684 4.426 -0.411
N 3.905 -19.617 2.957 -0.404
H 2.082 -20.718 5.311 0.211
H 1.939 -20.628 3.627 0.222
H 3.109 -19.616 2.341 0.170
H 4.712 -19.043 2.786 0.260
C 7.510 -19.067 6.879 0.481
O 7.773 -19.584 5.802 -0.681
N 6.214 -18.882 7.286 0.094
N 8.348 -18.785 7.931 -0.310
H 6.059 -18.468 8.186 0.053
H 5.431 -19.120 6.691 0.220
H 9.347 -18.860 7.898 0.196
H 7.990 -18.504 8.828 0.148
C -1.820 -20.506 4.615 0.557
O -2.756 -19.864 4.128 -0.758
N -0.566 -19.996 4.743 -0.046
N -1.933 -21.759 5.109 -0.382
H -0.377 -19.033 4.499 -0.115
H -0.004 -20.354 5.494 0.202
H -1.177 -22.347 5.402 0.155
H -2.852 -22.128 5.275 0.232
C 0.609 -15.936 9.938 0.495
O 1.808 -15.658 9.786 -0.729
N -0.171 -15.592 11.007 -0.497
N -0.142 -16.232 8.819 -0.096
H -1.033 -16.099 11.138 0.212
H 0.248 -15.393 11.902 0.273
H 0.455 -16.302 8.012 -0.112
H -1.126 -16.392 8.731 0.209
C 5.159 -14.684 8.005 0.485
O 5.356 -14.298 9.148 -0.728
N 6.015 -14.550 6.927 -0.259
N 3.949 -15.194 7.600 0.246
H 5.617 -14.618 6.000 0.186
H 6.785 -13.927 7.101 0.235
H 3.811 -15.650 6.717 -0.024
H 3.169 -15.149 8.232 0.095
C 4.331 -16.560 -0.133 0.585
O 3.890 -17.439 -0.891 -0.748
N 5.116 -15.519 -0.516 -0.313
N 4.128 -16.588 1.226 -0.034
H 5.358 -15.525 -1.492 0.233
H 5.500 -14.844 0.114 0.156
H 3.556 -17.268 1.692 -0.117
H 4.629 -15.982 1.862 0.464
C -3.402 -18.924 7.888 0.484
O -3.269 -20.116 7.619 -0.620
N -2.682 -17.914 7.281 -0.127
N -4.445 -18.442 8.651 -0.513
H -3.111 -17.009 7.369 0.359
H -2.181 -18.151 6.440 -0.101
H -5.031 -19.142 9.082 0.268
H -4.157 -17.761 9.341 0.205
C 0.249 -18.106 -0.027 0.589
O 0.635 -18.340 1.124 -0.589
N 1.048 -17.543 -0.956 -0.287
N -1.032 -18.270 -0.439 -0.387
H 0.683 -17.357 -1.871 0.133
H 2.007 -17.256 -0.755 0.116
H -1.761 -18.574 0.184 0.219
H -1.328 -18.068 -1.375 0.141
C 1.392 -17.307 5.632 -0.563
O 0.165 -17.124 5.600 -0.301
N 2.093 -17.865 6.659 0.429
N 2.168 -17.091 4.529 0.651
H 1.715 -18.052 7.570 0.231
H 3.003 -18.263 6.468 -0.142
H 1.668 -17.411 3.706 0.012
H 3.158 -17.186 4.701 -0.217
C 2.350 -12.770 4.758 0.674
O 3.249 -12.061 4.261 -0.800
N 1.100 -12.264 4.929 -0.363
N 2.508 -14.104 4.942 0.122
H 0.885 -11.318 4.680 0.237
H 0.334 -12.901 5.062 0.149
H 3.318 -14.604 4.633 -0.091
H 1.775 -14.572 5.444 0.044
C -3.778 -16.257 3.834 0.497
O -3.822 -15.135 4.332 -0.698
N -2.672 -17.063 3.849 -0.223
N -4.816 -16.824 3.137 -0.381
H -2.771 -18.078 3.843 0.391
H -1.965 -16.669 4.458 0.101
H -4.803 -17.687 2.637 0.191
H -5.598 -16.190 3.195 0.243
C 4.785 -17.742 10.109 0.365
O 5.847 -18.372 10.210 -0.747
N 3.597 -18.301 9.673 -0.214
N 4.599 -16.422 10.370 -0.208
H 3.573 -19.250 9.340 0.276
H 2.859 -17.700 9.349 0.109
H 5.311 -15.852 10.792 0.219
H 3.694 -15.991 10.293 0.211
```